The following is a quantum chemistry calculation of a cluster of 10 separate species, C52H100NO18S in total in a non-equilibrium geometry, from OMol25.

The gap between HOMO and LUMO is 0.2235 hartree. The total energy comes out at -104723.266 eV. As for the total charge: -1.

Last column: Löwdin charge in e.
Cartesian coordinates (Å):
S  -10.29758  3.32823  0.96225  0.675
O  -6.83664  4.39611  2.25195  -0.056
O  -8.60415  6.05993  -0.30133  0.004
O  5.82651  -4.73846  1.94147  0.054
O  -8.72479  5.50441  2.48104  -0.024
O  -3.89187  1.40812  -2.03301  0.052
O  -10.26781  2.24418  1.89449  -0.264
O  -10.50047  9.93936  1.33220  0.039
O  -11.50825  3.57377  -2.52991  -0.064
O  3.74953  -1.71462  -1.86237  0.044
O  -11.14861  4.35736  1.46444  -0.250
O  7.12679  -9.38722  3.33806  0.023
O  6.43980  -16.25623  9.23608  0.057
O  -10.80092  2.80984  -0.50270  -0.136
O  4.47496  -10.05484  0.71070  0.072
O  3.20322  9.18845  -4.36954  0.071
O  -9.48958  5.36152  -2.71238  0.013
O  -13.49678  4.36564  -2.35928  0.111
O  5.33620  -13.12654  5.11578  0.035
N  -12.45996  4.62279  -2.81607  0.022
C  -10.10604  8.09220  2.78232  -0.027
C  -7.25482  3.06731  -2.90540  -0.179
C  5.04834  -10.33235  3.97835  -0.023
C  2.91492  5.44711  -0.73574  -0.218
C  8.15286  -5.13983  2.21358  -0.021
C  7.40155  -15.74406  9.76246  -0.497
C  -4.85554  5.46113  -4.95221  -0.207
C  7.32378  -11.24314  4.80917  -0.031
C  5.56486  -14.97211  6.59686  -0.022
C  -0.24331  8.93953  -3.50372  -0.212
C  2.36748  7.93926  -0.71988  -0.199
C  5.06891  1.15274  -1.19598  -0.101
C  -10.96633  9.02253  1.97813  -0.503
C  4.38196  -2.74492  -1.78893  -0.481
C  0.31960  8.08013  -2.34047  -0.211
C  1.26768  8.81956  -1.36374  -0.201
C  6.55078  -10.24167  3.98171  -0.471
C  -8.77053  3.06753  -2.61254  -0.097
C  -3.00190  1.40760  0.17024  -0.021
C  3.74441  9.42219  -6.67032  -0.023
C  4.61887  -3.43619  -0.47212  -0.031
C  -9.30143  4.27853  -1.80920  -0.379
C  6.35333  -6.58424  3.34499  -0.025
C  -3.99615  1.01432  -0.89337  -0.506
C  3.28006  -14.11083  5.78823  -0.013
C  8.47484  -16.57697  10.41814  -0.023
C  -2.52829  7.68922  -3.45921  -0.205
C  5.23541  -10.31180  -0.19223  -0.498
C  5.22633  8.12296  -5.01036  -0.021
C  2.36332  4.54116  -1.86032  -0.204
C  1.90590  6.52937  -0.24593  -0.188
C  5.00522  -9.78815  -1.58924  -0.024
C  -8.02289  4.66024  1.91590  -0.707
C  7.58105  -14.24520  9.79256  -0.019
C  4.21679  1.15645  -2.50344  -0.258
C  -1.27486  8.10698  -4.29268  -0.217
C  6.45751  -11.16984  0.02913  -0.017
C  4.78308  -13.98616  5.76947  -0.466
C  -10.74961  3.92960  -1.37068  -0.339
C  3.97956  8.93684  -5.26019  -0.498
C  -5.12900  0.11016  -0.47426  -0.023
C  -6.69371  4.36434  -3.53663  -0.214
C  -12.45626  8.76784  2.00371  -0.030
C  -4.83128  6.63968  -3.94973  -0.227
C  3.49895  3.63270  -2.41721  -0.208
C  -8.59830  3.85517  0.69141  -0.161
C  -5.41780  4.14722  -4.34804  -0.203
C  6.68797  -5.42167  2.45150  -0.488
C  -8.38063  4.68635  -0.63280  -0.239
C  3.04331  2.15648  -2.42220  -0.228
C  -3.82078  7.75285  -4.31933  -0.206
C  4.96863  -3.39099  -3.02183  -0.020
H  7.04913  -11.15156  5.86030  0.085
H  8.22116  -17.63098  10.32397  0.082
H  5.20799  7.21618  -5.61728  0.085
H  8.64812  -4.91750  3.15991  0.083
H  6.05431  -3.45183  -2.92957  0.083
H  -4.31151  8.70463  -4.06568  0.106
H  -10.21792  7.06674  2.42215  0.064
H  4.70885  1.91637  -0.49436  0.063
H  -7.46108  4.74234  -4.23195  0.125
H  -4.61756  3.65334  -3.77644  0.110
H  1.94479  5.18915  -2.64303  0.096
H  8.50262  -13.96936  9.27740  0.089
H  0.73294  7.15324  -2.75938  0.102
H  7.61550  -13.89446  10.82505  0.087
H  -10.38250  8.14758  3.83792  0.087
H  3.72600  3.92492  -3.45118  0.106
H  5.29295  -14.87908  7.64665  0.065
H  6.11208  8.71276  -5.25272  0.083
H  8.62623  -6.00264  1.74225  0.084
H  6.40543  -12.06209  -0.59757  0.084
H  -0.55783  7.77640  -1.74513  0.100
H  -5.61597  3.48724  -5.20755  0.111
H  -12.96098  9.50797  1.38329  0.072
H  -4.59071  6.26971  -2.94125  0.108
H  -2.51396  0.51781  0.57213  0.082
H  -7.06476  2.25925  -3.62936  0.114
H  3.86107  5.88239  -1.08560  0.097
H  -9.32453  2.93203  -3.54640  0.126
H  -3.81904  5.29922  -5.28551  0.107
H  -7.99316  2.94089  0.63539  0.130
H  5.84466  -9.16202  -1.89611  0.084
H  3.66213  8.57152  -7.34886  0.085
H  -0.78476  7.17553  -4.61823  0.109
H  0.86850  6.29259  -0.50179  0.102
H  5.68689  -3.50007  -0.26807  0.072
H  -7.31155  4.59605  -0.85224  0.141
H  -4.73288  -0.83544  -0.10004  0.082
H  -2.42357  6.66278  -3.08478  0.107
H  2.90742  -13.97936  6.80526  0.088
H  0.71155  9.36115  -0.58896  0.108
H  -6.56082  5.09636  -2.72948  0.092
H  4.72329  -2.79050  -3.89626  0.081
H  4.64182  -9.54914  3.34168  0.070
H  5.26819  7.84131  -3.95975  0.078
H  4.09655  -9.18949  -1.60449  0.081
H  -5.72514  0.59456  0.30142  0.088
H  6.74228  -13.76883  9.28889  0.072
H  2.46858  1.94000  -1.51044  0.111
H  5.36644  -15.98812  6.25321  0.094
H  4.55142  -4.39076  -3.15285  0.082
H  -7.74030  6.47694  -0.22690  0.113
H  -5.76664  -0.09100  -1.33353  0.078
H  4.14561  -2.86801  0.32537  0.087
H  4.40702  3.75895  -1.81400  0.095
H  4.66506  -10.19968  4.99184  0.089
H  -3.50871  1.94683  0.97261  0.091
H  2.81697  9.99061  -6.70577  0.081
H  4.56589  10.06826  -6.98467  0.083
H  4.73696  -11.29828  3.58807  0.073
H  3.24786  7.91442  -1.37327  0.092
H  -5.45690  5.78725  -5.81376  0.110
H  4.87815  1.36547  -3.35662  0.100
H  2.38494  1.97496  -3.28406  0.111
H  -5.85310  7.03918  -3.88118  0.103
H  8.25333  -4.27910  1.55405  0.077
H  1.96581  6.50592  0.85117  0.098
H  9.43460  -16.40062  9.92977  0.086
H  -2.24495  2.05673  -0.26616  0.078
H  1.79914  9.58845  -1.94854  0.095
H  -0.70073  9.87851  -3.16405  0.115
H  8.54710  -16.32536  11.47739  0.086
H  4.93613  0.17882  -0.71120  0.049
H  0.57382  9.15921  -4.20682  0.089
H  6.12714  1.31575  -1.42905  0.063
H  7.12787  -12.24962  4.46510  0.059
H  -12.83048  8.84991  3.02556  0.077
H  3.18895  4.82083  0.12929  0.107
H  2.69967  8.47717  0.18268  0.101
H  -9.06319  8.38125  2.67750  0.083
H  -8.97559  2.16097  -2.01866  0.127
H  7.35927  -10.60303  -0.20741  0.088
H  4.89042  -10.62044  -2.28571  0.083
H  4.18626  -4.43733  -0.49346  0.088
H  -6.66398  2.81471  -2.01260  0.106
H  -8.70518  5.91967  -2.71210  0.091
H  -2.56902  8.37011  -2.59740  0.109
H  -12.66892  7.77258  1.61040  0.083
H  -1.63585  8.65413  -5.17255  0.097
H  -3.58128  7.75130  -5.39005  0.100
H  6.49966  -11.47487  1.07296  0.071
H  5.27084  -6.67212  3.42897  0.086
H  2.84516  -13.34143  5.15258  0.082
H  3.78207  0.15624  -2.64731  0.065
H  6.62948  -14.76795  6.49139  0.086
H  1.53061  3.95427  -1.45119  0.107
H  2.98306  -15.08989  5.40942  0.087
H  8.38894  -11.03415  4.70186  0.080
H  -11.21924  4.83684  -0.96616  0.155
H  6.77237  -6.42215  4.34028  0.092
H  6.74780  -7.50896  2.92159  0.052

Cartesian forces, eV/Å:
S 0.152 0.028 3.238
O -0.406 -0.742 -1.478
O -0.044 -0.065 -1.002
O 0.154 -0.035 -0.006
O -0.730 -0.311 -0.586
O -0.005 0.001 -0.019
O 0.471 -1.350 -1.137
O -0.149 0.008 -0.022
O 0.567 -0.365 0.493
O -0.029 -0.485 0.035
O -0.383 1.005 -1.610
O 0.176 -0.556 0.000
O 0.073 0.010 0.132
O 0.379 0.806 0.646
O -0.030 -0.031 -0.023
O 0.020 0.009 0.003
O -0.088 0.025 0.024
O 0.221 0.139 -0.275
O -0.457 -0.542 0.198
N -0.744 0.059 0.151
C -0.031 0.321 -0.221
C 0.194 0.040 -0.498
C 0.007 0.436 -0.217
C -0.747 -0.488 0.113
C -0.094 0.226 -0.214
C -0.073 -0.072 -0.024
C 0.144 0.254 0.707
C 0.660 0.595 -0.292
C 0.125 0.320 -0.265
C 0.288 -0.988 -0.361
C -0.883 0.480 0.650
C -0.495 -0.274 -0.518
C 0.269 0.064 0.090
C -0.117 0.046 0.143
C -0.931 0.739 0.540
C 0.699 -0.004 -0.906
C 0.042 0.015 0.020
C 0.811 -0.606 0.808
C 0.103 0.160 -0.184
C -0.230 0.109 0.104
C -0.189 0.352 -0.128
C 0.045 -0.549 -1.030
C -0.248 0.334 -0.242
C 0.004 0.053 -0.064
C 0.018 0.277 -0.182
C -0.158 -0.216 -0.098
C 0.403 0.134 -0.902
C -0.032 0.036 0.092
C -0.095 -0.009 0.256
C 0.767 0.560 0.293
C 1.494 0.090 0.134
C -0.220 0.122 0.115
C 1.110 0.765 2.064
C -0.250 -0.036 -0.144
C -0.242 0.014 0.466
C -0.339 -0.257 0.654
C -0.103 -0.029 0.242
C 0.074 0.012 -0.104
C -0.042 0.818 -1.380
C -0.055 -0.002 0.086
C -0.102 0.051 -0.266
C -0.551 -0.615 -0.163
C -0.072 0.244 -0.259
C -0.055 -0.181 -0.225
C -1.219 -0.348 -0.030
C 0.288 -0.093 -1.188
C 0.504 0.450 -0.470
C -0.244 0.052 0.145
C -0.370 0.359 1.738
C 0.872 -0.074 -0.374
C -0.462 0.194 1.148
C -0.119 0.245 -0.172
H -0.141 -0.215 -0.023
H -0.015 0.029 -0.009
H 0.123 0.073 -0.105
H 0.076 -0.171 -0.004
H -0.017 -0.180 0.041
H 0.201 -0.040 -0.465
H 0.047 -0.056 0.195
H 0.258 -0.072 -0.140
H 0.172 0.135 0.228
H -0.319 0.136 0.144
H 0.065 -0.191 0.064
H 0.076 0.034 0.164
H 0.232 0.274 0.097
H 0.180 0.024 -0.019
H -0.103 -0.180 -0.020
H 0.175 -0.016 0.224
H -0.105 -0.249 -0.015
H 0.018 -0.099 -0.155
H 0.075 -0.052 0.181
H 0.122 0.079 -0.116
H 0.254 -0.224 -0.181
H -0.156 -0.061 0.370
H 0.032 -0.001 0.012
H -0.010 0.042 -0.205
H -0.106 0.012 0.148
H -0.049 0.052 0.264
H -0.281 0.197 0.115
H -0.049 0.454 0.221
H -0.286 -0.105 -0.131
H -0.466 -0.019 -0.042
H 0.058 -0.137 -0.106
H 0.167 0.038 -0.060
H -0.046 0.341 -0.255
H 0.248 0.005 -0.219
H -0.024 -0.213 0.008
H -0.317 -0.419 -0.286
H -0.037 0.059 0.178
H 0.159 0.253 0.065
H -0.028 -0.195 0.010
H -0.134 -0.252 -0.176
H 0.133 0.048 -0.368
H -0.005 0.000 0.031
H 0.060 -0.023 -0.017
H -0.029 0.012 -0.020
H 0.017 -0.016 0.027
H 0.086 -0.103 0.129
H 0.016 -0.006 0.016
H 0.099 0.030 -0.164
H -0.109 -0.042 0.203
H 0.157 -0.070 0.065
H -0.168 0.054 0.322
H 0.027 0.022 0.001
H 0.027 -0.025 0.001
H -0.162 -0.065 -0.099
H -0.001 -0.257 0.031
H -0.005 -0.143 0.092
H 0.014 -0.020 0.028
H 0.064 -0.139 -0.103
H -0.058 -0.061 0.187
H -0.327 -0.335 -0.081
H 0.200 -0.208 0.047
H -0.311 0.101 0.033
H -0.053 0.158 0.267
H 0.251 0.040 0.007
H -0.020 -0.008 0.024
H -0.276 0.136 -0.218
H 0.052 0.104 0.150
H -0.026 -0.016 -0.017
H -0.160 -0.069 0.202
H 0.174 -0.163 0.088
H 0.156 0.096 -0.038
H 0.249 0.220 0.032
H -0.080 0.300 0.350
H -0.161 -0.009 0.312
H -0.102 -0.039 0.133
H -0.002 -0.198 0.012
H -0.027 -0.059 -0.330
H 0.105 -0.057 -0.297
H -0.002 -0.071 -0.013
H 0.031 0.172 -0.156
H 0.016 -0.090 -0.130
H 0.172 0.034 -0.062
H 0.202 -0.082 0.023
H -0.172 0.039 -0.149
H -0.119 0.054 0.242
H -0.375 -0.273 -0.086
H -0.001 -0.074 0.195
H 0.295 -0.054 0.076
H -0.108 -0.078 0.192
H -0.005 0.039 -0.013
H 0.015 0.033 -0.010
H 0.024 -0.012 0.010
H 0.384 0.545 -0.082
H -0.021 -0.001 -0.005
H 0.172 0.002 -0.187
H -0.033 -0.055 0.180
H -0.045 0.125 0.022
H 0.218 -0.338 0.503
H 0.159 -0.146 -0.048
H 0.036 0.214 0.221